Record 1
A molecular structure, C35H45BrClNPPtSi. Source: OMol25; level of theory: wB97M-V/def2-TZVPD.

The HOMO energy is -11.2 eV. Its total charge is +1. As for the total energy: -141489.5172 eV. The calculation puts the energy above the lowest of the compared OMol25 structures with the same formula, charge and spin at 40.9 kJ/mol.

Last column: Mulliken charge in e.
Atoms and positions in Å:
Pt1 -0.84 0.77 -0.21  1.8935
Cl1 -3.46 0.92 -0.06  -0.3184
C1 -3.68 -0.13 1.34  1.0327
C2 -4.96 -0.18 1.86  -0.5659
C3 -5.19 -0.96 2.98  -0.6184
C4 -4.15 -1.65 3.57  -0.8961
C5 -2.88 -1.58 3.04  -0.7696
C6 -2.61 -0.83 1.88  -0.4045
P1 -0.93 -0.88 1.19  0.0308
C7 0.13 -0.84 2.65  0.7907
C8 -0.06 0.20 3.57  -0.8706
C9 0.77 0.29 4.67  -0.6978
C10 1.79 -0.63 4.86  -0.6141
C11 1.98 -1.66 3.95  -0.7642
C12 1.15 -1.76 2.84  -0.5951
C13 -0.72 -2.47 0.37  0.8334
C14 -0.06 -2.55 -0.84  0.9708
C15 0.10 -3.77 -1.47  -0.5042
C16 -0.40 -4.92 -0.89  -0.9180
C17 -1.08 -4.85 0.32  -0.6476
C18 -1.24 -3.63 0.95  -0.4636
H1 -5.75 0.39 1.40  0.5014
H2 -6.18 -1.00 3.40  0.4151
H3 -4.32 -2.24 4.46  0.4434
H4 -2.06 -2.10 3.53  0.4560
H5 -0.84 0.93 3.43  0.4323
H6 0.63 1.09 5.39  0.4660
H7 2.44 -0.55 5.72  0.4259
H8 2.77 -2.38 4.09  0.4514
H9 1.29 -2.56 2.13  0.4267
H10 0.33 -1.65 -1.30  -0.8752
H11 0.62 -3.82 -2.42  0.5056
H12 -0.28 -5.88 -1.39  0.3945
H13 -1.48 -5.75 0.77  0.4467
H14 -1.78 -3.59 1.88  0.3024
C19 0.29 3.46 1.54  -1.4343
C20 0.90 3.59 0.13  2.2791
C21 -0.13 4.35 -0.72  -2.0024
C22 2.16 4.47 0.22  -1.7530
Si1 1.36 1.86 -0.60  -1.7173
C23 2.93 1.08 0.18  3.0824
C24 2.95 -0.44 -0.02  -1.6732
C25 4.20 1.66 -0.45  -1.8358
C26 2.98 1.31 1.69  -1.7826
C27 1.26 1.79 -2.52  2.6120
C28 1.65 0.42 -3.07  -1.8900
C29 -0.21 2.04 -2.92  -2.2344
C30 2.16 2.83 -3.19  -1.6357
H15 -0.02 4.46 1.88  0.6140
H16 0.98 3.06 2.27  0.3073
H17 -0.60 2.83 1.54  0.0761
H18 -0.39 5.27 -0.21  0.6419
H19 -1.05 3.79 -0.87  0.3515
H20 0.26 4.63 -1.70  0.3217
H21 1.86 5.45 0.60  0.5444
H22 2.63 4.62 -0.75  0.3160
H23 2.91 4.07 0.91  0.3059
H24 2.87 -0.75 -1.06  0.2473
H25 2.16 -0.93 0.54  0.1889
H26 3.90 -0.83 0.35  0.6394
H27 4.33 1.34 -1.48  0.3653
H28 5.06 1.29 0.11  0.5545
H29 4.24 2.75 -0.43  0.3137
H30 2.08 0.96 2.19  0.1337
H31 3.13 2.36 1.97  0.3888
H32 3.82 0.75 2.10  0.6254
H33 1.08 -0.39 -2.62  0.0119
H34 2.71 0.20 -2.95  0.3838
H35 1.44 0.40 -4.15  0.6048
H36 -0.92 1.46 -2.30  0.3879
H37 -0.37 1.73 -3.95  0.5781
H38 -0.50 3.09 -2.84  0.2765
H39 3.22 2.63 -3.02  0.3139
H40 1.95 3.85 -2.85  0.2971
H41 1.99 2.81 -4.27  0.5328
Br1 -4.51 -2.91 -0.63  -0.1036
C31 -3.47 -2.64 -2.20  0.2640
C32 -3.36 -3.70 -3.09  -0.5598
C33 -2.58 -3.49 -4.22  -0.3861
C34 -1.96 -2.26 -4.39  -0.6648
C35 -2.15 -1.29 -3.43  -0.0562
N1 -2.90 -1.46 -2.35  -0.0909
H42 -3.86 -4.63 -2.90  0.4237
H43 -2.46 -4.29 -4.94  0.4334
H44 -1.35 -2.06 -5.26  0.4334
H45 -1.69 -0.32 -3.54  0.2730

=====

Record 2
A molecular structure, C35H45Cl5Ge2O2P2Re. Source: OMol25; level of theory: wB97M-V/def2-TZVPD.

The HOMO energy (alpha / beta) is -15.3 / -15.3 eV. Its total charge is +3. The expectation value of S² is 2.034. As for the total energy: -237445.8931 eV. The calculation puts the energy above the lowest of the compared OMol25 structures with the same formula, charge and spin at 68.1 kJ/mol. Its multiplicity is 3.

Last column: Löwdin spin population.
Atoms and positions in Å:
Re1 -0.10 0.41 0.31  1.5608
Cl1 -5.93 2.25 -3.16  0.0066
C1 -4.37 1.74 -2.72  0.0143
C2 -4.11 1.34 -1.41  -0.0001
Cl2 -5.35 1.33 -0.22  0.0009
C3 -2.82 0.95 -1.08  0.0264
Cl3 -2.42 0.53 0.55  0.0810
C4 -1.76 0.91 -1.99  0.0047
O1 -0.56 0.54 -1.60  0.1302
C5 -2.05 1.31 -3.31  0.0118
Cl4 -0.77 1.32 -4.45  0.0041
C6 -3.33 1.72 -3.66  -0.0039
Cl5 -3.64 2.23 -5.26  -0.0027
C7 -1.00 3.71 0.34  0.0171
P1 0.52 2.72 0.22  0.0466
C8 1.32 3.33 -1.29  0.0034
C9 1.46 3.19 1.69  0.0045
C10 2.07 4.44 1.79  -0.0004
C11 2.73 4.79 2.96  0.0002
C12 2.76 3.91 4.04  0.0009
C13 2.12 2.67 3.95  0.0006
C14 1.49 2.29 2.77  0.0099
P2 0.59 0.70 2.59  0.0471
C15 1.69 -0.48 3.51  -0.0050
C16 -0.74 0.90 3.82  0.0123
H1 -0.73 4.76 0.38  0.0023
H2 -1.56 3.45 1.24  -0.0001
H3 -1.63 3.54 -0.54  0.0000
H4 1.38 4.42 -1.24  -0.0006
H5 0.69 3.04 -2.13  -0.0001
H6 2.31 2.90 -1.42  0.0005
H7 2.03 5.14 0.97  0.0001
H8 3.20 5.76 3.05  0.0000
H9 3.27 4.18 4.95  0.0001
H10 2.12 2.03 4.81  0.0001
H11 2.93 -1.63 2.19  -0.0002
H12 1.12 -1.40 3.64  -0.0001
H13 1.83 -0.05 4.51  -0.0007
H14 -0.33 0.98 4.83  0.0012
H15 -1.44 0.06 3.78  0.0001
H16 -1.28 1.82 3.60  0.0000
C17 1.15 -4.36 2.36  -0.0069
Ge1 -0.33 -3.77 1.20  -0.0259
C18 -1.21 -5.25 0.24  -0.0071
C19 -1.65 -2.69 2.20  0.0032
Ge2 0.84 -1.85 -0.20  0.0231
C20 3.11 -0.80 2.92  0.0001
C21 3.97 -1.35 3.99  -0.0001
C22 5.22 -0.88 4.22  -0.0002
C23 5.74 0.17 3.44  -0.0002
C24 4.99 0.72 2.38  0.0004
C25 3.74 0.27 2.12  0.0055
C26 2.58 -2.76 -0.41  0.0122
C27 2.51 -4.14 -0.65  -0.0005
C28 3.67 -4.90 -0.77  0.0007
C29 4.91 -4.30 -0.63  -0.0010
C30 4.99 -2.93 -0.41  0.0002
C31 3.84 -2.17 -0.31  0.0007
H17 0.75 -4.61 3.34  -0.0010
H18 1.94 -3.61 2.46  -0.0001
H19 1.60 -5.26 1.94  -0.0001
H20 -1.10 -6.14 0.87  -0.0011
H21 -0.78 -5.47 -0.73  -0.0001
H22 -2.27 -5.03 0.13  -0.0001
H23 -2.30 -3.34 2.80  -0.0002
H24 -2.29 -2.13 1.52  0.0010
H25 -1.14 -2.00 2.87  0.0023
H26 3.56 -2.13 4.61  0.0000
H27 5.82 -1.29 5.02  0.0000
H28 6.73 0.55 3.64  0.0000
H29 5.43 1.51 1.78  0.0000
H30 3.17 0.64 1.28  0.0095
H31 1.55 -4.62 -0.76  -0.0007
H32 3.60 -5.96 -0.98  0.0001
H33 5.81 -4.90 -0.71  -0.0001
H34 5.96 -2.46 -0.33  0.0001
H35 3.93 -1.10 -0.18  0.0007
C32 -2.08 -2.68 -1.91  -0.0001
C33 -0.79 -3.04 -2.62  -0.0004
O2 0.25 -2.10 -2.28  0.0032
C34 1.38 -2.14 -3.20  0.0004
C35 2.17 -0.85 -3.11  0.0040
H36 -2.84 -3.43 -2.13  0.0000
H37 -2.45 -1.71 -2.25  -0.0001
H38 -1.94 -2.66 -0.82  0.0001
H39 -0.95 -2.99 -3.70  0.0000
H40 -0.47 -4.05 -2.37  -0.0001
H41 0.97 -2.26 -4.21  0.0003
H42 2.00 -3.01 -2.97  0.0000
H43 1.55 -0.01 -3.42  -0.0002
H44 3.03 -0.92 -3.77  0.0002
H45 2.52 -0.68 -2.10  0.0043